(1)
Entry from the Open Molecules 2025 dataset: a cluster of 2 separate species, C5H16NO in total at a distorted geometry (the ωB97M-V functional and the def2-TZVPD basis).

CARTESIAN COORDINATES (ANGSTROEM)
C -0.568868 -0.966778 0.507157
C 0.410729 -0.196740 -0.362546
C 0.157094 1.314816 -0.286398
C 1.838340 -0.495194 0.088366
C 2.860275 -0.411780 -1.072808
N -1.975016 -0.996152 -0.019005
H -0.612732 -0.516009 1.486043
H -0.286746 -1.990223 0.712545
H 0.258093 -0.451890 -1.411435
H 0.903629 1.833174 -0.897078
H -0.819608 1.637441 -0.651123
H 0.285470 1.676158 0.742686
H 2.137034 0.205196 0.865599
H 1.902944 -1.519803 0.455020
H 2.567727 -1.099255 -1.852194
H 3.000998 0.615711 -1.401333
H 3.808314 -0.803509 -0.699068
H -2.318309 -1.993454 -0.064050
H -2.666891 -0.422695 0.493441
H -2.048095 -0.647181 -1.008528
H -2.186192 1.894725 1.624962
H -3.685678 1.982581 1.325094
O -2.962506 1.350868 1.424664

Forces on atoms 1 to 2 (eV/Å):
C -0.29 0.34 0.33
C -0.39 0.64 0.14

Values from the calculation:
Relative energy (zero: lowest compared OMol25 entry of this formula, charge and spin)   104.7 kJ/mol
LUMO (spin up / spin down)   0.616 / 0.423 eV
2S+1   2
Kohn-Sham gap (spin up / spin down)   3.747 / 12.178 eV
Highest occupied orbital energy (spin up / spin down)   -3.13 / -11.75 eV
Energy   -329.97585 hartree
Max |F|   0.024 hartree/bohr

Atomic partial charges in e from the natural (NBO) method, atoms 1 to 5: C -0.30; C -0.26; C -0.62; C -0.39; C -0.60

=====

(2)
Entry from the Open Molecules 2025 dataset: a cluster of 11 separate species, C16H54N4O11 in total at a distorted geometry (the ωB97M-V functional and the def2-TZVPD basis).

CARTESIAN COORDINATES (ANGSTROEM)
N 1.924494 -1.989459 2.476506
C 2.562494 -1.405459 1.526506
N 2.461494 -1.840459 0.337506
O 3.300494 -0.266459 1.858506
H 1.937494 -1.686459 3.435506
H 1.226494 -2.714459 2.275506
H 3.141494 -1.535459 -0.429494
H 1.937494 -2.694459 0.081506
N -3.030506 2.616541 -1.611494
C -3.613506 1.752541 -0.739494
N -3.830506 0.581541 -1.213494
O -3.945506 2.030541 0.560506
H -2.955506 3.594541 -1.334494
H -2.606506 2.390541 -2.484494
H -4.052506 -0.231459 -0.611494
H -3.479506 0.214541 -2.154494
C 2.318494 -4.292459 -1.632494
C 0.853494 -4.313459 -1.118494
O 0.371494 -5.566459 -1.430494
H 2.621494 -3.310459 -1.752494
H 2.500494 -4.821459 -2.562494
H 3.012494 -4.709459 -0.936494
H 0.224494 -3.549459 -1.557494
H 0.809494 -4.114459 -0.049494
H 0.507494 -6.145459 -0.722494
C -2.397506 -2.533459 -1.962494
C -2.832506 -3.918459 -1.477494
O -4.265506 -4.057459 -1.510494
H -3.171506 -1.826459 -1.760494
H -2.209506 -2.553459 -3.000494
H -1.525506 -2.084459 -1.462494
H -2.564506 -4.135459 -0.469494
H -2.424506 -4.632459 -2.133494
H -4.521506 -4.917459 -1.046494
C 0.611494 1.011541 0.212506
C -0.686506 0.282541 0.352506
O -0.387506 -1.093459 0.596506
H 1.131494 0.972541 1.148506
H 0.513494 2.065541 -0.074494
H 1.201494 0.611541 -0.621494
H -1.223506 0.389541 -0.598494
H -1.276506 0.751541 1.090506
H 0.516494 -1.194459 0.429506
C 0.782494 1.677541 3.865506
C -0.078506 0.424541 4.084506
O 0.674494 -0.533459 4.775506
H 0.996494 2.151541 4.813506
H 0.252494 2.359541 3.231506
H 1.831494 1.630541 3.503506
H -0.168506 0.036541 3.068506
H -1.034506 0.561541 4.600506
H 0.036494 -1.091459 5.235506
C 1.621494 4.157541 -2.362494
C 2.143494 2.743541 -2.514494
O 3.378494 2.819541 -3.155494
H 0.626494 4.120541 -1.939494
H 1.509494 4.698541 -3.349494
H 2.267494 4.878541 -1.776494
H 1.305494 2.091541 -2.798494
H 2.329494 2.365541 -1.490494
H 4.020494 2.131541 -3.021494
C 3.333494 2.718541 1.155506
O 4.110494 3.819541 0.792506
H 2.289494 2.931541 1.128506
H 3.709494 2.452541 2.209506
H 3.452494 1.951541 0.397506
H 4.656494 3.579541 0.028506
C -1.258506 4.422541 0.540506
O -2.433506 5.170541 0.734506
H -1.494506 3.304541 0.467506
H -0.568506 4.529541 1.434506
H -0.737506 4.693541 -0.427494
H -2.947506 4.858541 1.468506
C 0.756494 -0.899459 -2.878494
O -0.364506 -0.572459 -3.574494
H 1.683494 -0.303459 -3.025494
H 0.987494 -2.004459 -3.128494
H 0.595494 -0.905459 -1.827494
H -0.214506 -0.625459 -4.549494
C -2.980506 -1.086459 2.992506
O -2.643506 -2.111459 2.062506
H -2.643506 -0.135459 2.616506
H -2.509506 -1.266459 3.994506
H -4.056506 -1.056459 3.172506
H -1.902506 -1.820459 1.522506

Forces on atoms 1 to 2 (eV/Å):
N -2.52 -2.86 1.92
C 5.33 8.36 4.82

Values from the calculation:
Relative energy (zero: lowest compared OMol25 entry of this formula, charge and spin)   102.9 kJ/mol
LUMO   0.002 eV
Kohn-Sham gap   9.430 eV
Highest occupied orbital energy   -9.43 eV
Energy   -1688.46625 hartree
Max |F|   0.214 hartree/bohr

Atomic partial charges in e from the Löwdin method, atoms 1 to 5: N 0.20; C -0.65; N 0.16; O -0.13; H 0.10

=====

(3)
Entry from the Open Molecules 2025 dataset: the molecule C8H7NO2S at a distorted geometry (the ωB97M-V functional and the def2-TZVPD basis).

CARTESIAN COORDINATES (ANGSTROEM)
O -2.189816 2.557495 -0.156326
S -2.749431 1.218914 -0.321429
O -4.098693 1.025249 0.185619
C -1.637440 0.072324 0.499944
C -1.717871 -1.311397 0.397844
C -0.464263 -1.890164 0.342061
N 0.515564 -0.973562 0.334371
C 1.833344 -1.138673 0.011814
C 2.533676 -0.097141 -0.485950
C 1.869451 1.146464 -0.773659
C 0.622513 1.374692 -0.340934
C -0.026469 0.356780 0.516039
H -2.641379 -1.860930 0.390833
H -0.221867 -2.939009 0.305859
H 2.232824 -2.134808 0.129163
H 3.577289 -0.218006 -0.726038
H 2.394054 1.878272 -1.365695
H 0.067822 2.282474 -0.517063
H 0.100692 0.651024 1.573546

Forces on atoms 1 to 2 (eV/Å):
O 0.07 0.02 -0.11
S 0.03 0.28 0.76

Values from the calculation:
Relative energy (zero: lowest compared OMol25 entry of this formula, charge and spin)   201.7 kJ/mol
LUMO (spin up / spin down)   -1.422 / -1.485 eV
Kohn-Sham gap (spin up / spin down)   6.608 / 6.197 eV
Highest occupied orbital energy (spin up / spin down)   -8.03 / -7.68 eV
Energy   -912.34444 hartree
Max |F|   0.055 hartree/bohr

Atomic partial charges in e from the natural (NBO) method, atoms 1 to 5: O -0.96; S 1.75; O -0.93; C -0.19; C -0.34

=====

(4)
Entry from the Open Molecules 2025 dataset: the molecule C8H15N3S (the ωB97M-V functional and the def2-TZVPD basis).

CARTESIAN COORDINATES (ANGSTROEM)
C -3.131095 -0.704415 0.177301
C -2.957780 0.663149 -0.488854
C -3.837386 1.720702 0.185037
C -1.572710 1.096425 -0.398217
C -0.448687 1.495889 -0.247861
N 0.794363 1.976622 -0.086087
C 1.954320 1.259087 -0.062992
S 3.366347 2.073545 0.220628
N 1.837997 -0.066744 -0.293896
N 2.832335 -1.044285 -0.213027
C 3.371099 -1.183797 1.130783
C 3.861152 -0.898501 -1.229208
H -2.495867 -1.448531 -0.297647
H -4.165455 -1.030828 0.096570
H -2.866538 -0.645312 1.231675
H -3.237194 0.584143 -1.547400
H -3.546401 1.836107 1.227906
H -4.883868 1.426011 0.144173
H -3.724278 2.682136 -0.312283
H 0.897132 2.973135 0.056570
H 0.897371 -0.428173 -0.417053
H 4.009975 -2.064462 1.144183
H 3.953366 -0.315233 1.457303
H 2.540258 -1.338202 1.819102
H 4.518477 -0.039210 -1.064609
H 4.457623 -1.809147 -1.223558
H 3.378044 -0.799306 -2.200812

Forces on atoms 1 to 2 (eV/Å):
C -0.01 0.07 -0.12
C -0.29 -0.10 0.05

Values from the calculation:
Relative energy (zero: lowest compared OMol25 entry of this formula, charge and spin)   0.0 kJ/mol
LUMO   0.714 eV
Kohn-Sham gap   8.969 eV
Highest occupied orbital energy   -8.25 eV
Energy   -876.19314 hartree
Max |F|   0.018 hartree/bohr

Atomic partial charges in e from the natural (NBO) method, atoms 1 to 5: C -0.58; C -0.29; C -0.58; C -0.02; C 0.11

=====

(5)
Entry from the Open Molecules 2025 dataset: the molecule C17H23N3O8S at a distorted geometry (the ωB97M-V functional and the def2-TZVPD basis).

CARTESIAN COORDINATES (ANGSTROEM)
C 0.763927 3.157061 4.861480
O 0.009828 2.831758 3.723971
C -0.294589 3.953016 2.924009
C -1.043666 3.471610 1.682469
N -0.185962 2.692182 0.831390
C 0.129592 3.029345 -0.420842
O -0.233969 4.034286 -1.005978
C 1.026622 1.988400 -1.092090
O 1.527504 1.064196 -0.475871
N 1.230240 2.275943 -2.387218
C 1.744986 1.314626 -3.321719
C 0.630704 0.372531 -3.808716
O 1.037736 -0.305755 -4.967776
C 0.482038 -1.603946 -4.909664
C 0.526219 -1.936554 -3.414942
N 0.321189 -0.637785 -2.798389
S -1.217337 -0.443497 -2.129338
O -2.223887 -0.859936 -3.068462
O -1.285391 0.904193 -1.645484
C -1.165004 -1.596483 -0.772278
C -2.133262 -2.580243 -0.678156
C -2.086999 -3.470756 0.376920
C -1.085356 -3.367552 1.337428
C -0.133813 -2.338251 1.250279
C -0.172226 -1.458934 0.174715
O 0.831816 -2.169052 2.199296
C 0.574503 -2.869472 3.397364
C 0.140198 -4.299623 3.083827
O -1.062589 -4.290740 2.342491
H 1.725554 3.607960 4.586510
H 0.222821 3.855928 5.512012
H 0.940134 2.226116 5.396184
H 0.630350 4.469341 2.625725
H -0.920950 4.662351 3.487177
H -1.387650 4.326625 1.096520
H -1.900336 2.867925 1.995788
H 0.208390 1.834861 1.194710
H 0.648425 3.032153 -2.732510
H 2.508498 0.721009 -2.814358
H 2.175159 1.822599 -4.186228
H -0.283887 0.963524 -3.997961
H 1.088980 -2.256478 -5.535558
H -0.558345 -1.591679 -5.260029
H -0.258056 -2.625239 -3.104764
H 1.506079 -2.321071 -3.118152
H -2.899374 -2.635959 -1.434004
H -2.812959 -4.260849 0.480339
H 0.566950 -0.678376 0.086287
H 1.501828 -2.851681 3.970990
H -0.220211 -2.364612 3.962742
H -0.063329 -4.865495 3.993836
H 0.928877 -4.799521 2.506024

Forces on atoms 1 to 2 (eV/Å):
C 0.07 0.04 0.07
O -0.15 -0.12 -0.28

Values from the calculation:
Relative energy (zero: lowest compared OMol25 entry of this formula, charge and spin)   185.9 kJ/mol
LUMO   0.624 eV
Kohn-Sham gap   9.487 eV
Highest occupied orbital energy   -8.86 eV
Energy   -1825.97118 hartree
Max |F|   0.023 hartree/bohr

Atomic partial charges in e from the natural (NBO) method, atoms 1 to 5: C -0.24; O -0.55; C -0.07; C -0.24; N -0.58

=====

(6)
Entry from the Open Molecules 2025 dataset: a cluster of 3 separate species, C3H12O2S2 in total at a distorted geometry (the ωB97M-V functional and the def2-TZVPD basis).

CARTESIAN COORDINATES (ANGSTROEM)
C 1.867374 0.225457 1.538832
C 0.927236 -0.278179 0.448781
C 0.143718 0.841573 -0.214421
S -0.823228 0.309911 -1.675268
S -2.338422 -0.774671 -0.723446
H 1.353971 0.638406 2.406331
H 2.486066 -0.597767 1.910937
H 2.591887 0.978154 1.212408
H 0.256858 -1.031736 0.874078
H 1.507763 -0.898010 -0.243039
H 0.896235 1.580191 -0.506583
H -0.523323 1.336867 0.483389
H -1.763415 -1.965044 -0.906418
O -1.949009 0.350435 2.632064
H -2.425996 0.427605 1.821419
H -2.499082 -0.209334 3.167520
O 4.818375 0.002120 -0.259687
H 5.132977 -0.621981 0.362216
H 3.904208 0.099711 -0.002047

Forces on atoms 1 to 2 (eV/Å):
C 0.40 -0.22 0.38
C 0.00 -0.73 0.46

Values from the calculation:
Relative energy (zero: lowest compared OMol25 entry of this formula, charge and spin)   53.4 kJ/mol
LUMO   0.271 eV
Kohn-Sham gap   9.530 eV
Highest occupied orbital energy   -9.26 eV
Energy   -1068.34388 hartree
Max |F|   0.031 hartree/bohr

Atomic partial charges in e from the natural (NBO) method, atoms 1 to 5: C -0.62; C -0.42; C -0.53; S 0.10; S -0.16

=====

- Which value of max |F| does entry 2 give?
  0.214 hartree/bohr

=====

Repeat the sixth record exactly.
Entry from the Open Molecules 2025 dataset: a cluster of 3 separate species, C3H12O2S2 in total at a distorted geometry (the ωB97M-V functional and the def2-TZVPD basis).

CARTESIAN COORDINATES (ANGSTROEM)
C 1.867374 0.225457 1.538832
C 0.927236 -0.278179 0.448781
C 0.143718 0.841573 -0.214421
S -0.823228 0.309911 -1.675268
S -2.338422 -0.774671 -0.723446
H 1.353971 0.638406 2.406331
H 2.486066 -0.597767 1.910937
H 2.591887 0.978154 1.212408
H 0.256858 -1.031736 0.874078
H 1.507763 -0.898010 -0.243039
H 0.896235 1.580191 -0.506583
H -0.523323 1.336867 0.483389
H -1.763415 -1.965044 -0.906418
O -1.949009 0.350435 2.632064
H -2.425996 0.427605 1.821419
H -2.499082 -0.209334 3.167520
O 4.818375 0.002120 -0.259687
H 5.132977 -0.621981 0.362216
H 3.904208 0.099711 -0.002047

Forces on atoms 1 to 2 (eV/Å):
C 0.40 -0.22 0.38
C 0.00 -0.73 0.46

Values from the calculation:
Relative energy (zero: lowest compared OMol25 entry of this formula, charge and spin)   53.4 kJ/mol
LUMO   0.271 eV
Kohn-Sham gap   9.530 eV
Highest occupied orbital energy   -9.26 eV
Energy   -1068.34388 hartree
Max |F|   0.031 hartree/bohr

Atomic partial charges in e from the natural (NBO) method, atoms 1 to 5: C -0.62; C -0.42; C -0.53; S 0.10; S -0.16